Formula: C5H7N2
Source: the OMol25 dataset
Level of theory: wB97M-V/def2-TZVPD

Its total energy is -303.74400 a.u. For the energy above the lowest of the compared OMol25 structures with the same formula, charge and spin, the calculation gives 172.5 kcal per mole. The multiplicity is 1. The calculation puts the HOMO-LUMO gap at 8.5 eV. The value obtained for the LUMO energy is -6.7 eV. The net charge is +1.

```
14
C5H7N2 wB97M-V/def2-TZVPD
C 2.2299 -0.8691 1.9063
C 1.4318 -0.3892 0.9838
C 0.3466 0.3377 -0.6022
C -0.4651 0.5247 -1.7700
C -1.2782 -0.4200 1.3499
N -0.0398 -0.1365 0.6467
N 1.6540 0.1323 -0.3951
H -1.0519 1.4930 -1.6947
H -1.0875 -0.3095 -1.7146
H 0.3003 0.6739 -2.6065
H -1.1413 -1.2367 2.0552
H -1.5198 0.5019 1.8684
H -1.9366 -0.8392 0.6500
H 2.5577 0.5365 -0.6772
```

Formula: C18H32N4O2S
Source: the OMol25 dataset
Level of theory: wB97M-V/def2-TZVPD

Its SMILES is CC(C)CN1CCN(Cc2cnc(N3CCOCC3)s2)C[C@@H]1CCO. Its total energy is -1472.74111 a.u. For the energy above the lowest of the compared OMol25 structures with the same formula, charge and spin, the calculation gives 25.2 kcal per mole. The multiplicity is 1. The calculation puts the HOMO-LUMO gap at 8.3 eV. The value obtained for the LUMO energy is 0.5 eV.

```
57
C18H32N4O2S wB97M-V/def2-TZVPD
C -3.0876 -2.1317 5.6685
H -3.6846 -1.3342 5.2339
H -3.4767 -3.0896 5.3282
H -3.1887 -2.0882 6.7507
C -1.6219 -1.9774 5.2650
C -0.7818 -3.0837 5.9012
H 0.2695 -2.9792 5.6406
H -0.8695 -3.0504 6.9850
H -1.1241 -4.0596 5.5620
C -1.4782 -1.9704 3.7286
N -0.9321 -0.7049 3.2392
C 0.4994 -0.6625 3.5149
C 1.1251 0.6599 3.0721
N 0.9133 0.9336 1.6666
C -0.5068 0.8619 1.3992
H -0.6766 1.0349 0.3353
C -1.1827 -0.4624 1.8115
C -2.6770 -0.3869 1.4512
H -3.1503 -1.3581 1.6029
H -2.7473 -0.1595 0.3854
C -3.4690 0.6758 2.2216
O -3.4256 0.5139 3.6135
H -2.4968 0.3436 3.8478
H -4.5245 0.6114 1.9384
H -3.1120 1.6791 1.9441
H -0.7442 -1.2816 1.2061
H -0.9621 1.6831 1.9575
C 1.7463 0.1423 0.7705
C 1.6193 0.6316 -0.6309
C 2.0759 1.7833 -1.1773
N 1.7963 1.9907 -2.4885
C 1.1096 1.0214 -2.9930
N 0.6122 1.0073 -4.2499
C 0.2031 -0.2275 -4.8827
H -0.1537 -0.9330 -4.1321
H -0.6114 0.0056 -5.5758
C 1.3843 -0.8172 -5.6654
H 1.0771 -1.6970 -6.2324
O 1.8747 0.1091 -6.6072
C 2.2977 1.3040 -5.9857
H 2.6465 1.9559 -6.7874
C 1.1515 1.9579 -5.2058
H 1.5029 2.8340 -4.6633
H 0.3467 2.2352 -5.8928
H 3.1292 1.0960 -5.2952
H 2.1824 -1.0974 -4.9597
S 0.7506 -0.2798 -1.8475
H 2.6427 2.5275 -0.6485
H 2.7821 0.2737 1.1019
H 1.5154 -0.9352 0.7921
H 2.1967 0.6511 3.2829
H 0.6670 1.4801 3.6331
H 0.6458 -0.7820 4.5895
H 1.0170 -1.5000 3.0105
H -2.4644 -2.1146 3.2940
H -0.8463 -2.8135 3.4006
H -1.2740 -1.0111 5.6440
```

Formula: C6H10O
Source: the OMol25 dataset
Level of theory: wB97M-V/def2-TZVPD

As for the expectation value of S²: 0.774. Its total energy is -309.53190 a.u. For the energy above the lowest of the compared OMol25 structures with the same formula, charge and spin, the calculation gives 8.4 kcal per mole. The multiplicity is 2. The calculation puts the HOMO-LUMO gap (alpha / beta) at 9.0 / 8.5 eV. The value obtained for the LUMO energy (alpha / beta) is -4.5 / -7.0 eV. The net charge is +1.

```
17
C6H10O wB97M-V/def2-TZVPD
C 0.2561 -0.7294 2.2704
C 0.5213 -0.2277 0.8983
C -0.3223 -0.6380 -0.1363
C -0.3097 -0.0737 -1.4154
C -1.4278 -0.2464 -2.2182
O -1.4816 0.1272 -3.4723
C 1.2839 1.0516 0.8189
H -0.0167 -1.7822 2.2844
H -0.4554 -0.1181 2.8255
H 1.1832 -0.6611 2.8406
H -0.9908 -1.4717 0.0362
H 0.5482 0.4919 -1.7459
H -2.2292 -0.8874 -1.8669
H -0.9650 0.9388 -3.6007
H 2.3556 0.8753 0.7552
H 0.9754 1.7131 0.0135
H 1.0748 1.6377 1.7127
```

Formula: C3H3IO
Source: the OMol25 dataset
Level of theory: wB97M-V/def2-TZVPD

Its total energy is -488.95952 a.u. For the energy above the lowest of the compared OMol25 structures with the same formula, charge and spin, the calculation gives 20.4 kcal per mole. The multiplicity is 1. The calculation puts the HOMO-LUMO gap at 9.7 eV. The value obtained for the LUMO energy is 0.4 eV.

```
8
C3H3IO wB97M-V/def2-TZVPD
C -0.8034 0.3128 -0.0799
C -0.5781 -0.9697 -0.3784
C 0.6742 0.4398 0.1100
O 0.7906 -0.9569 -0.1802
I 1.4345 0.9647 2.0204
H -1.6231 0.9936 -0.0292
H -1.1048 -1.8464 -0.7031
H 1.2101 1.0620 -0.7595
```